[1]
{"formula": "C25H45GaNP2S", "method": "ωB97M-V/def2-TZVPD", "symbols": ["Ga", "C", "C", "C", "C", "C", "C", "H", "H", "H", "C", "H", "H", "H", "C", "H", "H", "H", "C", "H", "H", "H", "C", "H", "H", "H", "C", "C", "C", "C", "C", "C", "C", "C", "H", "H", "H", "H", "H", "H", "H", "H", "H", "H", "H", "H", "P", "C", "H", "H", "H", "C", "H", "H", "H", "C", "H", "H", "H", "P", "C", "H", "H", "H", "C", "H", "H", "H", "C", "H", "H", "H", "S", "C", "N"], "xyz": [[0.367, -0.003, -0.877], [-1.722, 1.550, 0.166], [-2.160, 0.633, -0.845], [-2.050, -0.516, 1.130], [-1.709, 0.857, 1.406], [-2.367, -0.642, -0.245], [-1.725, 3.031, -0.009], [-1.395, 3.366, -0.991], [-1.120, 3.542, 0.730], [-2.749, 3.393, 0.111], [-1.844, 1.548, 2.696], [-1.583, 2.574, 2.655], [-1.213, 1.286, 3.510], [-2.789, 1.345, 3.165], [-2.206, -1.651, 2.099], [-3.267, -1.757, 2.328], [-1.698, -1.453, 3.038], [-1.827, -2.617, 1.742], [-3.100, -1.826, -0.832], [-4.158, -1.614, -0.614], [-2.837, -2.757, -0.315], [-2.962, -1.960, -1.903], [-2.899, 1.134, -2.073], [-3.861, 1.584, -1.707], [-3.115, 0.346, -2.802], [-2.353, 1.926, -2.606], [1.587, 0.464, -3.384], [0.580, 1.326, -3.527], [-0.029, 1.589, -4.893], [-0.915, 0.433, -5.481], [-1.032, -0.840, -4.695], [0.009, -1.689, -4.592], [1.339, -1.378, -5.227], [2.213, -0.251, -4.570], [0.753, 1.829, -5.634], [-0.483, 0.192, -6.467], [-0.652, 2.492, -4.826], [2.491, 0.474, -5.362], [1.976, 0.145, -2.404], [0.088, 1.801, -2.694], [3.160, -0.711, -4.244], [1.941, -2.293, -5.242], [-0.046, -2.636, -4.035], [1.181, -1.080, -6.279], [-1.917, 0.837, -5.655], [-1.989, -1.018, -4.203], [1.750, 1.801, 0.617], [1.403, 2.633, 2.215], [2.303, 3.244, 2.407], [1.265, 1.890, 3.029], [0.503, 3.266, 2.126], [3.485, 1.226, 0.852], [4.019, 2.096, 1.280], [3.902, 0.930, -0.130], [3.480, 0.369, 1.557], [1.985, 3.332, -0.429], [2.448, 3.032, -1.395], [2.643, 3.983, 0.189], [0.985, 3.797, -0.593], [1.010, -2.408, -0.223], [-0.220, -3.698, -0.687], [0.403, -4.521, -1.069], [-0.956, -3.339, -1.435], [-0.722, -3.998, 0.257], [2.666, -2.656, -0.993], [2.563, -2.761, -2.085], [3.065, -3.553, -0.480], [3.299, -1.780, -0.735], [1.411, -3.182, 1.416], [1.618, -4.225, 1.102], [0.528, -3.109, 2.091], [2.304, -2.681, 1.846], [0.568, -0.340, 2.369], [0.200, -0.163, 3.979], [0.177, -0.187, 5.194]], "forces_ev_per_angstrom": [[-1.50, 0.49, 1.25], [0.27, -0.49, 0.96], [0.19, 1.11, -0.62], [-0.74, -1.72, -1.93], [-0.25, 1.30, -1.33], [0.64, -1.22, 2.05], [-0.28, 0.10, 0.01], [0.10, -0.12, -0.12], [0.08, 0.07, 0.11], [-0.01, 0.21, 0.00], [0.17, -0.18, 0.64], [-0.60, 1.25, -0.49], [0.77, -0.91, 0.36], [-0.96, 0.37, -0.21], [-0.30, 0.40, 0.40], [-0.12, -0.27, 0.00], [-0.12, 0.02, 0.03], [-0.15, 0.29, -0.16], [-0.05, 0.51, 0.61], [0.07, -0.43, -0.36], [-0.12, 0.25, -0.15], [-0.01, 0.06, -0.06], [0.15, 0.05, 0.22], [0.72, -0.41, -0.37], [-0.07, 0.11, 0.31], [-0.14, -0.15, 0.25], [0.10, -0.26, -0.70], [0.08, -0.38, -0.96], [0.05, 0.51, 0.19], [-0.06, 0.17, -0.37], [0.74, -0.40, 0.34], [-0.44, 0.42, 0.26], [0.16, -0.16, -0.41], [0.38, -0.01, 0.23], [-0.18, -0.12, 0.43], [-0.32, 0.05, 0.24], [0.18, -0.22, -0.01], [-0.19, -0.24, 0.53], [0.18, 0.45, -0.24], [0.02, 0.15, 0.35], [-0.30, 0.24, -0.09], [-0.14, 0.19, -0.14], [-0.27, 0.45, -0.19], [0.02, -0.26, 0.38], [0.18, -0.10, -0.06], [0.28, -0.28, -0.12], [0.33, 0.32, -0.53], [-0.17, -0.28, 0.33], [-0.47, -0.03, -0.01], [0.18, 0.80, -0.63], [0.51, -0.19, 0.09], [-0.39, 0.01, -0.02], [0.09, -0.61, -0.25], [-0.03, 0.19, 0.58], [0.12, 0.55, -0.40], [-0.11, -0.68, 0.20], [-0.27, 0.48, 0.62], [-0.39, -0.15, -0.77], [0.86, -0.21, 0.06], [0.23, -0.17, 1.27], [0.19, 0.39, -0.60], [-0.56, -0.02, 0.01], [0.55, -0.43, 0.41], [0.26, 0.17, -0.72], [-0.42, -0.17, 0.04], [0.37, -0.08, 0.40], [0.10, 0.41, -0.76], [-0.38, -0.53, -0.22], [-0.07, 0.49, -0.14], [0.00, 0.38, 0.53], [0.87, -0.10, -0.42], [-0.71, -0.51, -0.10], [0.39, -0.45, -0.22], [1.10, -0.92, 5.53], [-0.39, 0.45, -5.31]], "de_lowest_kj_mol": 249.1, "e_lumo_ha": [-0.174, -0.168], "gap_ev": [5.340, 5.437], "charge": 1}

=====

[2]
{"formula": "C5H6F2O", "method": "ωB97M-V/def2-TZVPD", "symbols": ["C", "C", "C", "C", "C", "O", "F", "F", "H", "H", "H", "H", "H", "H"], "xyz": [[-1.746, 1.635, 0.822], [-0.915, 0.855, 0.467], [1.456, 0.353, 0.393], [-0.113, -0.705, -1.258], [-0.018, -0.183, 0.220], [-0.256, -1.442, 0.925], [-1.445, -1.018, -1.565], [0.589, -1.784, -1.274], [-2.138, 2.530, 1.216], [2.281, -0.313, 0.227], [1.630, 1.174, -0.365], [1.567, 0.743, 1.504], [0.138, 0.041, -1.937], [-1.030, -1.886, 0.624]], "forces_ev_per_angstrom": [[0.46, 0.78, 0.10], [-1.53, 0.61, 0.84], [-0.61, 1.50, 1.84], [-2.50, 1.55, 2.20], [2.08, -3.45, -1.98], [1.69, 2.10, 1.62], [0.70, -0.17, 0.33], [1.46, -2.02, -1.42], [-0.71, 0.20, 0.05], [-0.12, -0.99, -0.06], [-0.49, -0.53, 1.12], [-0.22, -0.51, -2.41], [0.96, 1.03, -1.61], [-1.16, -0.12, -0.62]], "de_lowest_kj_mol": 216.7, "e_lumo_ha": 0.033, "smiles": "C#C[C@@](C)(O)C(F)F", "gap_ev": 11.269, "charge": 0}

=====

[3]
{"formula": "C2H10N4", "method": "ωB97M-V/def2-TZVPD", "symbols": ["C", "C", "N", "N", "N", "N", "H", "H", "H", "H", "H", "H", "H", "H", "H", "H"], "xyz": [[-1.082, 0.713, 0.312], [1.693, 0.115, -0.460], [-0.784, 0.929, 1.527], [-1.688, 1.282, -0.610], [0.383, -0.432, -0.841], [0.252, -1.799, -0.334], [2.164, 0.145, -1.391], [2.221, -0.427, 0.339], [1.549, 1.118, 0.043], [-1.075, 1.673, 2.069], [-0.164, 0.231, 1.874], [-2.456, 1.819, -0.391], [-1.561, 1.234, -1.566], [-0.041, -1.859, 0.661], [1.119, -2.267, -0.533], [-0.529, -2.477, -0.699]], "forces_ev_per_angstrom": [[4.81, -2.29, -2.57], [-1.27, 0.68, 2.69], [0.50, -2.37, -0.95], [-1.30, 0.45, 0.41], [-3.48, 1.34, 2.15], [-2.60, -1.53, 0.54], [1.50, 0.44, -1.21], [0.05, -0.36, -0.54], [0.24, -0.73, -1.22], [-0.82, 2.04, 1.58], [0.40, -0.15, 1.31], [-2.43, 1.96, 0.77], [0.92, -0.90, -2.48], [1.25, 0.09, -0.16], [0.89, -0.66, 0.28], [1.34, 2.01, -0.59]], "de_lowest_kj_mol": 432.2, "e_lumo_ha": [-0.382, -0.382], "gap_ev": [9.034, 9.106], "charge": 2}

=====

[4]
{"formula": "C26H29N2O8", "method": "ωB97M-V/def2-TZVPD", "symbols": ["C", "C", "O", "C", "C", "C", "N", "C", "C", "C", "C", "C", "C", "C", "O", "H", "H", "H", "H", "H", "H", "H", "H", "H", "H", "H", "H", "H", "H", "C", "C", "O", "C", "C", "C", "C", "C", "C", "C", "N", "O", "O", "C", "C", "C", "O", "O", "C", "C", "O", "H", "H", "H", "H", "H", "H", "H", "H", "H", "H", "H", "H", "H", "H", "H"], "xyz": [[-4.111, -2.494, 0.854], [-3.352, -3.764, 0.613], [-1.920, -3.490, 0.585], [-1.251, -4.406, -0.125], [0.237, -4.431, 0.127], [1.001, -5.476, -0.575], [0.712, -3.658, 1.051], [1.900, -3.690, 1.589], [2.216, -2.846, 2.707], [3.403, -3.010, 3.456], [3.618, -2.236, 4.589], [2.668, -1.278, 4.974], [1.499, -1.090, 4.219], [1.278, -1.872, 3.087], [-1.770, -5.207, -0.891], [-5.135, -2.770, 1.115], [-3.694, -1.879, 1.657], [-4.151, -1.912, -0.071], [-3.538, -4.499, 1.408], [-3.651, -4.196, -0.345], [0.396, -5.810, -1.420], [1.974, -5.096, -0.908], [1.197, -6.335, 0.086], [2.664, -4.405, 1.237], [4.115, -3.766, 3.127], [4.525, -2.379, 5.178], [2.841, -0.680, 5.867], [0.754, -0.348, 4.508], [0.379, -1.777, 2.482], [-2.050, 0.790, 3.448], [-2.521, 1.571, 2.252], [-1.470, 1.645, 1.265], [-1.882, 2.350, 0.185], [-0.831, 2.408, -0.875], [0.249, 1.592, -0.880], [1.304, 1.670, -1.863], [1.707, 2.896, -2.464], [2.753, 2.949, -3.366], [3.433, 1.766, -3.715], [4.505, 1.827, -4.641], [5.079, 0.762, -4.964], [4.835, 2.945, -5.099], [3.054, 0.531, -3.146], [2.016, 0.494, -2.233], [-1.200, 3.222, -2.091], [-1.103, 2.800, -3.234], [-1.649, 4.464, -1.829], [-1.934, 5.156, -3.071], [-2.465, 6.522, -2.769], [-2.997, 2.826, 0.087], [-2.878, 0.780, 4.164], [-1.801, -0.249, 3.197], [-1.187, 1.262, 3.932], [-3.404, 1.091, 1.804], [-2.794, 2.594, 2.545], [0.331, 0.830, -0.108], [1.217, 3.832, -2.197], [3.061, 3.891, -3.813], [3.602, -0.362, -3.437], [1.705, -0.453, -1.784], [-1.014, 5.229, -3.669], [-2.671, 4.569, -3.634], [-2.735, 6.967, -3.729], [-3.361, 6.479, -2.145], [-1.707, 7.157, -2.305]], "forces_ev_per_angstrom": [[-0.20, 0.27, -0.12], [0.72, -0.04, -0.04], [-1.83, 0.10, 0.14], [3.48, -0.76, -0.21], [-2.38, 0.23, -0.61], [0.20, -0.44, -0.25], [-0.37, 0.76, 1.01], [0.87, -0.63, -0.60], [-0.12, -0.19, -0.22], [-0.37, 0.29, -0.04], [-0.30, 0.16, -0.15], [0.06, 0.10, 0.17], [0.32, -0.49, -0.32], [0.14, 0.56, 0.76], [-0.75, 0.11, 0.00], [-0.07, 0.16, 0.04], [0.01, -0.13, -0.06], [0.06, 0.14, 0.19], [0.09, 0.08, -0.13], [0.09, -0.06, 0.26], [0.32, -0.15, 0.00], [-0.04, -0.07, -0.09], [0.08, -0.03, -0.12], [-0.11, 0.14, 0.20], [-0.06, 0.12, 0.16], [-0.21, 0.09, -0.09], [-0.02, -0.08, -0.13], [0.22, -0.10, 0.04], [0.16, -0.01, 0.15], [0.14, -0.16, 0.14], [-0.21, -0.15, 0.33], [-0.67, 0.58, -0.34], [-0.36, -0.36, 0.19], [-0.02, -0.33, -0.33], [-1.22, 0.69, 0.38], [1.73, -0.07, -1.52], [-0.11, -0.60, 0.50], [0.36, -0.46, -0.25], [-1.81, -0.20, 1.53], [2.45, 0.04, -2.08], [-1.08, 1.93, 0.61], [-0.60, -1.96, 0.82], [0.49, 0.67, -0.55], [-0.74, 0.58, 0.53], [0.10, -0.25, -0.94], [-0.13, 0.20, 1.43], [0.41, -0.40, -0.63], [-0.14, 0.03, -0.03], [-0.08, 0.29, 0.02], [1.08, -0.25, -0.13], [0.13, -0.07, 0.02], [0.01, 0.25, 0.02], [-0.13, -0.12, -0.14], [0.28, 0.22, 0.03], [0.01, -0.24, -0.17], [0.06, 0.19, 0.05], [0.12, -0.30, 0.03], [-0.07, -0.26, 0.12], [-0.20, 0.17, 0.13], [0.22, 0.23, -0.14], [-0.25, -0.21, 0.16], [0.28, 0.08, 0.12], [-0.06, 0.14, 0.07], [0.14, 0.03, -0.01], [-0.15, -0.07, 0.07]], "de_lowest_kj_mol": 0.0, "e_lumo_ha": 0.012, "gap_ev": 2.773, "charge": -1}

=====

Please write out number 2 again, unchanged.
{"formula": "C5H6F2O", "method": "ωB97M-V/def2-TZVPD", "symbols": ["C", "C", "C", "C", "C", "O", "F", "F", "H", "H", "H", "H", "H", "H"], "xyz": [[-1.746, 1.635, 0.822], [-0.915, 0.855, 0.467], [1.456, 0.353, 0.393], [-0.113, -0.705, -1.258], [-0.018, -0.183, 0.220], [-0.256, -1.442, 0.925], [-1.445, -1.018, -1.565], [0.589, -1.784, -1.274], [-2.138, 2.530, 1.216], [2.281, -0.313, 0.227], [1.630, 1.174, -0.365], [1.567, 0.743, 1.504], [0.138, 0.041, -1.937], [-1.030, -1.886, 0.624]], "forces_ev_per_angstrom": [[0.46, 0.78, 0.10], [-1.53, 0.61, 0.84], [-0.61, 1.50, 1.84], [-2.50, 1.55, 2.20], [2.08, -3.45, -1.98], [1.69, 2.10, 1.62], [0.70, -0.17, 0.33], [1.46, -2.02, -1.42], [-0.71, 0.20, 0.05], [-0.12, -0.99, -0.06], [-0.49, -0.53, 1.12], [-0.22, -0.51, -2.41], [0.96, 1.03, -1.61], [-1.16, -0.12, -0.62]], "de_lowest_kj_mol": 216.7, "e_lumo_ha": 0.033, "smiles": "C#C[C@@](C)(O)C(F)F", "gap_ev": 11.269, "charge": 0}